Record 1
{
  "formula": "C4H7NO",
  "method": "wB97M-V/def2-TZVPD",
  "symbols": ["O", "N", "C", "C", "C", "C", "H", "H", "H", "H", "H", "H", "H"],
  "coordinates": [[-1.1019, 1.4249, 2.3133], [1.6886, -0.8682, -3.0805], [-0.1110, -0.6927, -0.1709], [0.8905, -0.4109, -2.3799], [-0.0946, 0.1372, -1.4382], [0.6504, -0.4126, 0.8822], [-0.7475, -1.5753, -0.1724], [-1.0769, 0.7576, 3.0085], [-1.0754, 0.1518, -1.9257], [0.1755, 1.1756, -1.2160], [1.2959, 0.4628, 0.9084], [-1.1458, 0.8962, 1.5061], [0.6522, -1.0464, 1.7650]],
  "forces_ev_per_angstrom": [[-0.1, -0.1, 0.0], [-0.8, 0.5, 0.6], [0.2, 0.0, 0.2], [0.7, -0.4, -0.6], [0.0, 0.1, 0.0], [-0.1, -0.1, -0.2], [0.1, 0.1, 0.0], [0.0, 0.1, 0.0], [0.2, 0.0, 0.1], [0.0, -0.2, 0.0], [-0.1, -0.1, 0.0], [0.0, 0.1, 0.1], [0.0, 0.1, -0.2]],
  "total_energy_ha": -286.56715,
  "smiles": "C=CCC#N.O",
  "multiplicity": 1
}


Record 2
{
  "formula": "C18H22N2O4S",
  "method": "wB97M-V/def2-TZVPD",
  "symbols": ["S", "O", "O", "O", "O", "N", "N", "C", "C", "C", "C", "C", "C", "C", "C", "C", "C", "C", "C", "C", "C", "C", "C", "C", "C", "H", "H", "H", "H", "H", "H", "H", "H", "H", "H", "H", "H", "H", "H", "H", "H", "H", "H", "H", "H", "H", "H"],
  "coordinates": [[-3.3366, 1.9272, 0.3039], [7.0338, -0.3919, 1.2553], [-2.5958, 2.4087, 1.4292], [3.1127, -1.4883, -1.2592], [-4.4625, 2.6877, -0.1449], [3.9204, 0.4999, -0.5535], [-2.3100, 1.8593, -1.0376], [-4.8048, -2.3615, 0.5170], [-3.6048, -2.0558, 1.1260], [8.1215, 0.2944, 0.6851], [5.7785, 0.1912, 1.0236], [-6.8614, -1.7086, -0.7714], [-0.6338, 0.3514, -1.9237], [2.9187, -0.3352, -0.9285], [-3.0913, -0.7584, 1.1263], [0.6451, -0.1635, -1.8822], [-5.0529, -0.0850, -0.1236], [-0.1180, 1.7648, -0.0448], [5.2906, 0.0703, -0.4316], [-3.8473, 0.2133, 0.4877], [1.1612, 1.2468, -0.0119], [-1.7826, -0.4786, 1.7906], [1.5616, 0.2823, -0.9337], [-1.0290, 1.3195, -1.0012], [-5.5564, -1.3762, -0.1184], [-1.7019, 0.5693, 2.0589], [0.9560, -0.9248, -2.5813], [-1.3364, 0.0060, -2.6689], [5.0866, -0.3491, 1.6753], [-7.5471, -2.1426, -0.0455], [-5.1711, -3.3777, 0.5365], [-5.5945, 0.7241, -0.5885], [5.7909, 1.2539, 1.3193], [-7.3193, -0.8195, -1.1954], [3.7073, 1.4569, -0.3241], [-2.8480, 1.6148, -1.8559], [9.0186, -0.1682, 1.0922], [8.1387, 0.2056, -0.4062], [5.9237, 0.6672, -1.0970], [1.8395, 1.5829, 0.7593], [-0.4368, 2.5027, 0.6721], [-1.6800, -1.0904, 2.6846], [5.3264, -0.9765, -0.7428], [8.1060, 1.3571, 0.9573], [-6.7128, -2.4397, -1.5651], [-0.9612, -0.7304, 1.1190], [-3.0414, -2.8352, 1.6175]],
  "forces_ev_per_angstrom": [[0.1, 0.0, -0.5], [0.0, -0.1, 0.0], [0.1, -0.3, -0.1], [-0.1, -0.2, -0.1], [0.0, -0.3, -0.2], [0.2, 0.3, 0.3], [-1.0, 0.5, 0.5], [0.0, 0.1, 0.0], [0.0, 0.1, -0.1], [0.0, 0.0, 0.0], [-0.2, 0.0, -0.1], [0.0, 0.0, 0.0], [-0.2, 0.2, 0.1], [0.1, 0.2, 0.0], [0.1, -0.1, 0.1], [0.2, 0.0, 0.1], [-0.3, -0.1, -0.1], [0.0, 0.1, -0.1], [0.4, -0.2, 0.2], [0.1, 0.5, 0.1], [0.0, -0.1, -0.2], [0.2, 0.0, 0.1], [-0.4, -0.1, 0.0], [0.9, -0.3, 0.3], [0.2, 0.1, 0.0], [0.2, -0.1, 0.1], [0.0, -0.1, 0.0], [-0.1, -0.1, -0.1], [0.0, 0.1, -0.1], [-0.1, 0.0, 0.0], [0.0, -0.1, 0.0], [-0.2, 0.0, -0.1], [0.0, -0.1, 0.0], [-0.1, 0.0, -0.1], [-0.1, -0.1, -0.1], [-0.1, 0.0, -0.1], [0.0, 0.1, -0.1], [0.0, 0.0, 0.0], [0.0, -0.1, 0.0], [0.1, 0.0, 0.1], [0.1, 0.1, 0.0], [0.0, 0.0, 0.1], [0.1, 0.2, 0.0], [0.0, 0.0, 0.0], [-0.1, 0.0, -0.1], [0.1, 0.0, 0.0], [0.1, -0.1, 0.1]],
  "total_energy_ha": -1507.76472,
  "smiles": "COCCNC(=O)c1ccc(NS(=O)(=O)c2cc(C)ccc2C)cc1",
  "multiplicity": 1
}


Record 3
{
  "formula": "Cl3H",
  "method": "wB97M-V/def2-TZVPD",
  "symbols": ["Cl", "Cl", "Cl", "H"],
  "coordinates": [[-0.2350, -0.2211, -0.6871], [0.3240, 1.2623, 1.8021], [-0.9193, -1.4458, -2.1080], [0.8303, 0.4046, 0.9930]],
  "forces_ev_per_angstrom": [[-0.6, -0.3, -0.7], [0.1, 0.2, 0.3], [0.1, 0.0, 0.0], [0.3, 0.1, 0.4]],
  "total_energy_ha": -1381.13170,
  "smiles": "ClCl.Cl",
  "multiplicity": 1
}


Record 4
{
  "formula": "C4H25N2O8",
  "method": "wB97M-V/def2-TZVPD",
  "symbols": ["O", "O", "O", "O", "O", "O", "O", "O", "N", "N", "C", "C", "C", "C", "H", "H", "H", "H", "H", "H", "H", "H", "H", "H", "H", "H", "H", "H", "H", "H", "H", "H", "H", "H", "H", "H", "H", "H", "H"],
  "coordinates": [[1.0237, 1.2200, -2.2701], [1.1072, -0.8100, -0.0913], [1.6676, -1.6153, -3.1572], [2.0172, 0.7258, 3.7030], [-1.8220, -0.5982, -3.9211], [3.1772, 1.9976, 1.6143], [0.2344, 3.3610, 0.2232], [-2.5341, 2.2501, -0.9895], [-1.5878, -1.9101, 0.2407], [-0.6565, 0.6353, 1.0400], [-2.2616, -1.3946, 1.4327], [-1.3567, -0.3240, 2.0758], [0.8591, -2.0000, -0.1382], [-0.3227, -2.6938, 0.4930], [-2.5738, 1.7042, -1.7987], [-0.8886, -0.6977, -4.1622], [-1.3987, 1.1768, 0.5787], [2.0719, -0.3118, 3.6552], [-0.5410, -0.7954, 2.7410], [2.1855, -1.0101, -3.7534], [-0.5496, -3.7087, 0.0302], [-0.0609, -2.9528, 1.5701], [1.2851, 0.3300, -1.9814], [0.0397, 4.1873, 0.6427], [-2.6689, -2.0722, 2.2478], [3.7869, 1.7386, 0.8194], [-3.1035, -0.8192, 0.9397], [3.3957, 2.9078, 1.8533], [2.3006, -1.6397, -2.4178], [0.3544, 1.2299, -2.9785], [0.5011, 3.5435, -0.6819], [-1.9926, 0.1932, 2.8355], [2.9172, 0.9963, 3.5158], [0.0576, 1.2846, 1.5057], [-2.1136, -1.5230, -3.9324], [-0.1775, 0.0120, 0.3052], [-2.1893, -2.4008, -0.3745], [1.4618, -2.6652, -0.5756], [-1.6444, 2.4488, -0.8392]],
  "forces_ev_per_angstrom": [[-0.1, 0.7, 0.1], [0.1, -1.0, -0.6], [1.4, 1.1, -0.3], [-0.5, -3.5, 0.2], [0.4, -0.5, 0.0], [1.7, -0.8, -2.2], [-0.2, -1.1, -0.2], [-2.2, -1.2, -0.5], [1.9, -0.3, 2.1], [-0.9, -0.6, 1.6], [-0.6, 1.8, -1.3], [1.1, -0.3, 1.6], [-2.4, 1.7, 2.1], [-2.0, -0.9, -0.4], [0.1, 0.4, 0.5], [-0.2, 0.2, 0.0], [0.2, 0.1, 0.1], [-0.1, 3.1, 0.3], [-0.9, 0.7, -1.4], [-0.9, -0.8, 0.4], [1.1, 1.1, 0.4], [-0.5, 0.6, -1.0], [-0.7, 0.3, -0.7], [-0.1, 0.8, 0.2], [0.6, 0.4, -1.1], [-1.6, 1.0, 2.3], [0.4, -0.7, 1.1], [0.1, -0.1, -0.3], [-0.3, -0.3, -0.2], [0.6, -0.7, 0.6], [0.2, 0.1, 0.0], [0.7, 0.3, -0.9], [0.2, 0.2, -0.3], [-1.1, -1.1, -0.9], [-0.2, 0.4, 0.0], [-0.2, 1.0, 1.1], [-0.5, -0.5, -0.4], [3.1, -2.5, -2.0], [2.4, 0.8, 0.1]],
  "total_charge": 1,
  "total_energy_ha": -878.54566,
  "multiplicity": 1
}


Record 5
{
  "formula": "C4H6O2",
  "method": "wB97M-V/def2-TZVPD",
  "symbols": ["O", "O", "C", "C", "C", "C", "H", "H", "H", "H", "H", "H"],
  "coordinates": [[-0.2106, -0.9850, -1.9448], [-0.1010, 1.4257, 1.8359], [0.4467, 0.3032, 1.2362], [-0.3506, -0.4228, 0.2537], [0.8949, 0.4416, -0.1491], [-0.9106, -1.0567, -0.7483], [-0.9880, 1.1670, 2.1039], [1.7976, -0.0472, -0.5152], [1.0778, -0.3464, 1.8396], [-1.8105, -1.6591, -0.8359], [0.6430, 1.3631, -0.6776], [-0.4886, -0.1835, -2.3985]],
  "forces_ev_per_angstrom": [[-0.7, -0.5, -1.0], [-0.3, 0.1, 0.5], [0.2, -0.1, 0.4], [1.2, 0.6, -1.5], [-0.1, -0.1, 0.0], [0.0, -0.1, 0.1], [0.0, 0.2, 0.2], [-0.3, 0.0, 0.3], [-0.1, 0.2, 0.4], [0.1, 0.0, 0.5], [-0.1, -0.2, 0.3], [0.1, 0.0, -0.2]],
  "total_energy_ha": -306.36922,
  "smiles": "O/C=C1\\C[C@H]1O",
  "multiplicity": 1
}


Record 6
{
  "formula": "C12H30Cl9O12P3",
  "method": "wB97M-V/def2-TZVPD",
  "symbols": ["Cl", "Cl", "Cl", "Cl", "Cl", "Cl", "Cl", "Cl", "Cl", "P", "P", "P", "O", "O", "O", "O", "O", "O", "O", "O", "O", "O", "O", "O", "C", "C", "C", "C", "C", "C", "C", "C", "C", "C", "C", "C", "H", "H", "H", "H", "H", "H", "H", "H", "H", "H", "H", "H", "H", "H", "H", "H", "H", "H", "H", "H", "H", "H", "H", "H", "H", "H", "H", "H", "H", "H"],
  "coordinates": [[-2.9552, -0.1045, 5.7978], [-3.7017, -3.3106, 4.9611], [-0.5084, -1.4295, 6.6410], [-4.3605, -1.3267, 2.9759], [1.9331, 0.1302, 1.3083], [0.0790, 0.8291, -0.8199], [-0.8592, -0.4508, 1.6330], [-0.3853, 0.8172, 4.8277], [-4.1954, -4.1216, 2.2464], [-3.4988, 0.2397, -2.7888], [0.1108, -4.3602, -2.1013], [3.9456, 5.5057, 2.2014], [4.7756, 6.3499, 3.2493], [-0.0992, -2.8713, -2.5730], [-3.6557, 1.1501, -1.5165], [0.6937, -5.1057, -3.3791], [-2.6619, 1.1275, -3.7807], [-2.4425, -0.8179, -2.3056], [2.7202, 4.9879, 3.0546], [0.8806, -4.5368, -0.8742], [4.8084, 4.1948, 2.0223], [-4.7577, -0.3064, -3.2906], [3.6268, 6.2081, 0.9653], [-1.3826, -4.8308, -1.9978], [-3.5082, -2.8472, 3.2538], [1.0402, -2.1721, -3.0576], [4.2950, 3.1245, 1.2528], [-2.3940, 0.6833, -5.1079], [-2.8891, -1.8588, -1.4483], [2.0622, -5.5137, -3.3722], [6.1763, 6.5395, 3.0381], [0.4671, -0.3157, 0.4326], [-1.3404, -0.5854, 5.3203], [-4.1197, 2.5069, -1.6453], [2.0136, 5.8936, 3.8804], [-1.6166, -6.1680, -1.5662], [-1.3889, -1.3252, 4.5345], [6.3480, 7.5872, 2.7895], [-2.1799, 1.5549, -5.7192], [5.0037, 2.3157, 1.1188], [0.9515, -1.9325, -4.1201], [-2.2715, -6.2055, -0.6978], [2.6588, -4.8449, -3.9945], [2.5867, 6.2009, 4.7568], [4.0060, 3.4478, 0.2400], [6.5710, 5.9066, 2.2471], [-0.7086, -6.7151, -1.3057], [-3.2500, 0.1489, -5.5277], [2.4955, -5.5845, -2.3781], [3.3203, 2.7489, 1.5834], [1.9603, -2.7324, -2.8896], [6.7300, 6.3386, 3.9540], [1.0977, 5.4275, 4.2384], [-2.1010, -6.7167, -2.3753], [-4.7218, 2.6158, -2.5496], [1.1242, -1.1949, -2.5784], [-1.5477, -0.0061, -5.1537], [-2.2440, -1.9624, -0.5749], [2.0985, -6.4936, -3.8480], [1.7103, 6.8041, 3.3555], [-3.8966, -1.7224, -1.0603], [-3.2535, 3.1632, -1.7565], [0.5804, -1.3015, -0.0015], [-4.6786, 2.7856, -0.7595], [-2.4522, -2.7707, 3.0407], [-2.8444, -2.7918, -2.0050]],
  "forces_ev_per_angstrom": [[0.0, 0.2, 0.1], [0.2, -0.1, -0.1], [0.0, 0.0, 0.1], [0.3, -0.1, -0.3], [0.1, -0.1, -0.2], [-0.1, 0.2, -0.1], [0.0, 0.0, -0.4], [-0.1, -0.2, -0.1], [0.1, 0.0, -0.2], [-0.4, -0.3, 0.3], [-0.2, 0.2, 0.1], [0.0, 0.2, 0.0], [0.2, -0.5, 0.2], [-0.4, 0.2, 0.0], [0.1, 0.7, 0.3], [0.1, 0.0, 0.4], [0.3, 0.3, -0.1], [0.2, 0.1, 0.1], [0.1, -0.1, 0.1], [0.6, -0.1, 0.2], [0.2, -0.4, 0.3], [-0.1, 0.0, -0.4], [-0.2, 0.1, -0.3], [-0.2, 0.1, -0.2], [-0.8, -0.3, 0.5], [0.5, 0.7, -0.3], [-1.4, -0.1, -1.7], [-0.2, -0.4, -0.5], [-0.1, -1.0, 0.4], [0.4, -0.6, -0.7], [0.4, 0.6, 0.0], [-0.3, -0.2, 0.7], [0.4, 0.0, 0.5], [0.4, 0.0, -0.5], [-0.8, 0.8, 0.5], [-0.3, -1.0, -0.1], [-0.1, 0.3, -0.4], [-0.1, -0.1, -0.1], [0.0, 0.1, 0.1], [0.3, 0.1, 0.5], [-0.2, -0.5, 0.0], [0.0, 0.4, 0.0], [-0.1, 0.2, 0.1], [0.2, -0.2, -0.1], [0.6, 0.3, 0.1], [-0.1, 0.0, 0.0], [0.1, 0.3, 0.0], [-0.1, 0.2, 0.1], [-0.2, 0.1, 0.1], [0.4, -0.1, 0.8], [0.0, 0.1, 0.0], [-0.3, -0.2, 0.1], [0.1, -0.3, -0.2], [0.0, 0.1, 0.0], [-0.2, 0.0, 0.2], [-0.1, -0.2, 0.3], [0.1, 0.2, 0.3], [0.3, 0.3, -0.2], [0.0, 0.0, 0.1], [0.2, -0.1, -0.2], [-0.1, 0.3, -0.2], [0.0, -0.1, 0.1], [0.1, 0.0, 0.0], [-0.1, -0.2, 0.0], [0.1, 0.2, -0.1], [-0.1, 0.0, 0.0]],
  "total_energy_ha": -6544.14753,
  "smiles": "COP(=O)(OC)OC.COP(=O)(OC)OC.COP(=O)(OC)OC.ClC(Cl)Cl.ClC(Cl)Cl.ClC(Cl)Cl",
  "multiplicity": 1
}


Record 7
{
  "formula": "C5H10O",
  "method": "wB97M-V/def2-TZVPD",
  "symbols": ["O", "C", "C", "C", "C", "C", "H", "H", "H", "H", "H", "H", "H", "H", "H", "H"],
  "coordinates": [[1.0877, -1.4271, 0.4698], [1.0586, 0.0315, 0.6164], [1.6691, 0.7966, -0.5433], [-1.5788, 0.5130, -0.2045], [-0.4857, -0.0022, 0.6725], [-0.3413, -1.3794, 0.1046], [-0.3694, -1.4827, -0.9851], [-0.8102, -0.0473, 1.7186], [-2.2104, -0.5760, -0.2155], [2.7530, 0.6597, -0.5923], [1.4607, 1.8688, -0.4214], [-2.2697, 1.2412, 0.2099], [-1.2037, 0.8273, -1.1947], [1.2395, 0.4729, -1.4961], [1.5372, 0.3140, 1.5638], [-1.5365, -1.8100, 0.2973]],
  "forces_ev_per_angstrom": [[-0.6, -0.5, 0.5], [-0.1, 0.2, 0.0], [0.0, -0.1, -0.1], [-1.4, -1.2, -0.2], [-0.1, -0.3, -0.1], [-1.6, -0.3, -0.1], [0.1, 0.5, -0.1], [0.1, -0.1, -0.2], [0.6, 3.2, -0.8], [-0.1, 0.0, 0.0], [0.1, -0.2, 0.0], [0.1, 0.2, 0.0], [-0.5, -0.4, 0.3], [0.0, 0.0, 0.1], [-0.1, -0.1, -0.2], [3.5, -1.1, 0.8]],
  "total_energy_ha": -271.61434,
  "smiles": "C[C@@H]1OC[C@@H]1C",
  "multiplicity": 1
}


Record 8
{
  "formula": "C14H32Br10N4O8",
  "method": "wB97M-V/def2-TZVPD",
  "symbols": ["Br", "Br", "Br", "Br", "Br", "Br", "Br", "Br", "Br", "Br", "O", "O", "O", "O", "O", "O", "O", "O", "N", "N", "N", "N", "C", "C", "C", "C", "C", "C", "C", "C", "C", "C", "C", "C", "C", "C", "H", "H", "H", "H", "H", "H", "H", "H", "H", "H", "H", "H", "H", "H", "H", "H", "H", "H", "H", "H", "H", "H", "H", "H", "H", "H", "H", "H", "H", "H", "H", "H"],
  "coordinates": [[-0.1818, -5.0691, 2.4845], [0.0061, 1.1698, -4.9184], [0.8808, 7.4760, 4.1170], [-1.2216, -2.1561, -2.8186], [-1.8746, -6.2787, -0.9423], [0.5757, -4.1005, 5.7985], [-2.0173, -0.9926, 0.7679], [0.6502, 3.5590, 1.7322], [1.4687, -1.4967, 0.0094], [3.4616, 2.1422, -2.0751], [-2.7136, 2.4859, 2.2808], [-6.2953, -1.2438, -1.1500], [1.5665, -3.5549, -4.1534], [2.0938, 0.0438, 2.7810], [3.9963, -0.9430, 2.9529], [-2.8561, 4.6407, 2.3791], [2.6709, -1.7280, -4.4456], [-6.3339, 0.1995, -2.7501], [2.4713, -2.7952, -3.8997], [-3.1921, 3.5525, 1.9553], [-5.7572, -0.5196, -1.9643], [3.2979, 0.0085, 2.6592], [1.5175, -3.4695, 4.2283], [-1.0052, -4.6641, -1.5553], [-4.2741, -0.4975, -2.0083], [3.3977, -3.1590, -2.8183], [0.6057, 5.4521, 2.1787], [-1.9473, -3.9169, -2.4641], [2.1972, 1.1679, -3.1702], [3.9457, 1.1985, 2.0420], [0.6051, 5.5878, 3.6733], [-4.2817, 3.5044, 0.9513], [1.4320, 2.1213, -4.0475], [-0.5560, 0.2596, 0.9745], [0.6376, -3.3865, 3.0062], [0.4360, 0.1675, -0.1539], [-0.3694, 5.3311, 4.0698], [-5.1774, 3.1560, 1.4577], [3.7431, 1.1156, 0.9736], [-3.8929, 0.4656, -1.6935], [2.1180, 2.5383, -4.7841], [-3.8847, -1.3164, -1.4240], [1.4059, 5.0586, 4.1707], [4.4085, -2.9978, -3.1752], [-0.0620, 0.0424, 1.9149], [-4.4747, 4.5200, 0.6198], [-0.3513, 5.7987, 1.7963], [2.7657, 0.4908, -3.7994], [-0.0881, 0.0553, -1.0998], [-4.0039, -0.6498, -3.0508], [-3.9437, 2.8608, 0.1514], [2.3564, -4.1292, 4.0313], [3.1982, -4.1639, -2.4743], [1.8570, -2.4706, 4.4807], [3.4564, 2.0834, 2.4327], [-0.7564, -4.1037, -0.6605], [-2.0485, -4.4215, -3.4188], [1.1864, 0.9489, -0.1508], [3.2034, -2.4517, -2.0071], [1.5800, 0.5587, -2.5227], [-2.9299, -3.7759, -2.0238], [1.0053, 2.9769, -3.5300], [-0.1083, -4.9275, -2.1081], [1.2152, -3.0749, 2.1425], [-1.0307, 1.2340, 1.0352], [-0.1821, -2.6782, 3.1075], [1.3902, 5.9944, 1.6650], [5.0079, 1.1661, 2.2370]],
  "forces_ev_per_angstrom": [[0.1, 0.0, 0.0], [-0.2, -0.1, -0.2], [-0.1, -0.1, 0.0], [0.1, 0.2, -0.3], [0.0, -0.2, -0.1], [0.0, -0.1, 0.1], [0.0, -0.1, 0.2], [0.2, -0.1, -0.1], [0.1, 0.2, -0.3], [0.1, 0.1, 0.2], [0.0, 0.1, 0.1], [0.1, 0.1, -0.1], [-0.1, -0.1, -0.1], [-0.3, 0.1, 0.2], [-0.1, 0.3, -0.1], [0.1, -0.1, 0.1], [0.0, 0.0, -0.2], [-0.1, 0.1, -0.1], [-0.1, 0.0, 0.0], [0.1, -0.1, 0.0], [0.0, 0.1, 0.4], [0.4, -0.3, 0.0], [-0.2, 0.0, -0.3], [0.0, 0.2, -0.1], [0.2, -0.5, -0.7], [0.2, 0.3, 0.7], [-0.7, 0.2, -0.2], [-0.1, -0.2, 0.1], [0.0, -0.4, -0.4], [-0.2, -0.1, -0.2], [0.1, 0.5, 0.1], [-0.2, 0.7, 0.0], [0.4, 0.6, 0.1], [0.2, 0.1, 0.2], [-0.3, 0.2, -0.1], [-0.3, -0.8, 0.0], [0.1, -0.2, 0.2], [0.1, -0.4, -0.1], [0.0, 0.0, 0.0], [-0.2, 0.1, 0.2], [-0.2, -0.2, -0.2], [-0.1, 0.1, 0.3], [0.0, -0.2, 0.0], [0.0, -0.1, -0.1], [-0.2, 0.0, 0.1], [0.2, 0.0, -0.1], [0.1, 0.0, -0.1], [0.1, 0.0, 0.1], [0.2, 0.3, -0.1], [0.0, 0.1, 0.0], [-0.2, -0.2, 0.0], [0.0, 0.0, 0.2], [0.0, -0.1, -0.2], [0.2, 0.0, -0.1], [0.0, 0.0, 0.0], [0.0, 0.1, 0.0], [0.0, 0.1, -0.1], [-0.1, 0.3, 0.0], [0.0, -0.1, -0.1], [-0.1, 0.1, 0.2], [0.0, 0.0, 0.1], [-0.2, -0.2, 0.2], [0.1, -0.1, 0.2], [0.2, 0.0, 0.1], [0.1, 0.1, -0.1], [0.0, -0.1, 0.2], [0.3, -0.3, 0.1], [0.1, 0.0, 0.1]],
  "total_energy_ha": -27113.36441,
  "smiles": "C[N+](=O)[O-].C[N+](=O)[O-].C[N+](=O)[O-].C[N+](=O)[O-].BrCCBr.BrCCBr.BrCCBr.BrCCBr.BrCCBr",
  "multiplicity": 1
}